DFT (ωB97M-V/def2-TZVPD) results for a structure of composition C14H18Cl2N2Yb at a distorted geometry.

Geometry (Å):
Yb (0.397, -0.040, -0.263)
Cl (0.639, -2.205, -1.054)
Cl (1.481, 2.002, -0.001)
N (-0.246, -0.628, 1.871)
N (-0.718, -1.948, 3.562)
C (-1.318, -0.188, -3.461)
C (-0.124, -0.012, -4.418)
C (-0.542, -0.671, 4.084)
C (1.148, -0.731, -3.933)
C (-0.356, 1.158, 5.565)
C (-0.008, 1.535, 3.188)
C (-1.461, 0.963, -2.391)
C (2.969, -0.416, -2.212)
C (-1.481, 0.547, -1.072)
C (-0.529, -1.862, 2.230)
C (1.827, -0.013, -2.803)
C (-0.067, 2.004, 4.497)
C (-0.245, 0.172, 2.993)
C (-0.602, -0.203, 5.383)
H (1.326, 0.904, -2.454)
H (3.478, -1.320, -2.537)
H (-0.825, -0.895, 6.171)
H (1.853, -0.852, -4.773)
H (0.095, 1.052, -4.562)
H (-0.401, -0.423, -5.396)
H (-2.245, -0.187, -4.047)
H (-0.582, -2.702, 1.567)
H (0.871, -1.741, -3.583)
H (0.120, 3.061, 4.668)
H (0.217, 2.158, 2.332)
H (-0.940, -2.771, 4.128)
H (-2.326, 0.538, -0.405)
H (-0.715, 1.746, -2.603)
H (-1.249, -1.148, -2.943)
H (3.404, 0.152, -1.391)
H (-0.394, 1.549, 6.579)
H (-2.454, 1.417, -2.519)

2S+1	2
total charge	-1
electronic energy	-74364.8452	eV